[1]
# C3H4Li2O2Rb

C3H4Li2O2Rb as an isolated structure (ωB97M-V with the def2-TZVPD basis set, the OMol25 dataset).

```
12
Properties=species:S:1:pos:R:3:lowdin_charge:R:1
H 0.81887 -2.13016 -0.31487 -0.018
C 1.04046 -1.03174 -0.26007 -0.294
H 1.73952 1.03969 0.38422 0.100
O -2.53878 0.89369 0.18465 -0.259
H 1.08736 1.16510 -0.90536 0.073
O -0.39449 0.85574 0.44760 -0.193
C 0.95560 0.43641 -0.09160 -0.358
C -1.43104 0.88567 -0.40955 -0.433
Li 0.20504 -1.32628 -2.20810 0.667
Li -3.33723 2.17237 -0.84100 0.749
H 1.43453 -1.55756 0.59834 -0.094
Rb 0.42015 -1.40293 3.41573 0.061
```

total energy = -8329.033 eV
gap between HOMO and LUMO (spin up / spin down) = 0.0670 / 0.1907 Eh
LUMO level (spin up / spin down) = -1.03 / -1.05 eV
spin multiplicity = 2
largest force on an atom = 0.0625 hartree/bohr



[2]
# C3H4Li2O3

C3H4Li2O3 as an isolated structure (ωB97M-V with the def2-TZVPD basis set, the OMol25 dataset).

```
12
Properties=species:S:1:pos:R:3:lowdin_charge:R:1
H -0.13829 -0.05836 -1.13987 0.001
H 1.52319 -0.44920 1.20031 0.101
C -1.70690 -0.13576 0.77690 -0.780
H 1.94865 -0.52275 -0.52996 0.021
O -0.49582 -0.75225 0.99148 -0.049
Li 1.38399 -1.00877 -2.61485 0.750
C 0.93511 -0.11490 -0.80558 -0.337
Li -0.40256 1.81484 -0.75418 0.719
O -1.68257 1.04903 0.32844 -0.165
C 0.68121 0.03886 0.69240 -0.377
O -2.66576 -0.91301 0.72926 0.018
H 0.61974 1.05227 1.12566 0.097
```

total energy = -9725.655 eV
gap between HOMO and LUMO = 0.2132 Eh
LUMO level = -1.48 eV
largest force on an atom = 0.0696 hartree/bohr
energy above the lowest of the compared OMol25 structures with the same formula, charge and spin = 205.9 kJ/mol